1) Entry from OMol25: a cluster of 4 separate species, C2H12NO3 in total (ωB97M-V/def2-TZVPD).

Positions of all 18 atoms, in Å:
C1 1.27944 1.73298 -0.26017
C2 0.13282 0.92900 1.69002
N1 0.19755 0.99063 0.42290
H1 1.28725 1.42553 -1.29567
H2 0.98588 2.78423 -0.22621
H3 2.22935 1.60234 0.23600
H4 0.74431 1.63484 2.24306
H5 -0.42066 0.11619 2.12946
H6 -0.31708 0.29733 -0.14474
H7 1.50533 -1.87554 -1.48719
H8 2.63492 -0.92422 -1.22150
O1 1.67713 -1.01352 -1.08963
H9 -1.84829 -1.08070 -1.91793
H10 -1.58539 0.41646 -2.13992
O2 -1.49010 -0.29403 -1.49327
H11 -1.94879 -1.89636 2.09192
H12 -2.21731 -1.75842 0.64858
O3 -1.48225 -1.67388 1.27189

Values from the calculation:
Net charge ... +1
E_HOMO ... -15.2301 eV
Multiplicity ... 1
LUMO energy ... -0.1545 Eh

These are the natural (NBO) partial charges, in e, on atoms 1 to 6: number 1, C, carries -0.4360; number 2, C, carries 0.1262; number 3, N, carries -0.3920; number 4, H, carries 0.2526; number 5, H, carries 0.2320; number 6, H, carries 0.2345

2) Entry from OMol25: a cluster of 4 separate species, C2H12NO3 in total (ωB97M-V/def2-TZVPD).

Positions of all 18 atoms, in Å:
C1 0.06359 -1.56582 -0.83239
C2 0.97235 -2.20659 -0.08955
N1 0.00814 -0.11412 -1.15321
H1 -0.78569 -2.14858 -1.31472
H2 0.62393 -2.87261 0.80372
H3 2.02802 -2.24477 -0.14708
H4 0.84595 0.36598 -0.71739
H5 -0.96747 0.41153 -0.87506
H6 0.08033 0.15533 -2.14852
H7 -2.72974 2.07698 -0.37430
H8 -1.78125 1.40801 0.78788
O1 -1.94532 1.47570 -0.19606
H9 -1.95519 1.47401 2.99428
H10 -1.64744 0.06863 2.36954
O2 -1.41708 0.97897 2.34383
H11 2.76962 1.60996 -0.84188
H12 3.24187 0.41470 0.03322
O3 2.59535 0.71273 -0.64231

Values from the calculation:
Net charge ... +1
E_HOMO ... -13.2650 eV
Multiplicity ... 1
LUMO energy ... -0.1328 Eh

These are the natural (NBO) partial charges, in e, on atoms 1 to 6: number 1, C, carries -0.0451; number 2, C, carries -0.3836; number 3, N, carries -0.7856; number 4, H, carries 0.2300; number 5, H, carries 0.2454; number 6, H, carries 0.2272

3) Entry from OMol25: a cluster of 4 separate species, C2H12NO3 in total (ωB97M-V/def2-TZVPD).

Positions of all 18 atoms, in Å:
C1 2.16791 0.83042 -0.26014
C2 1.46691 0.56746 2.05326
N1 1.60101 0.09524 0.86424
H1 2.16670 1.89219 -0.06391
H2 3.19784 0.50475 -0.40822
H3 1.62280 0.58826 -1.16610
H4 2.07261 1.43464 2.27581
H5 0.76848 0.01435 2.67735
H6 0.96191 -0.68362 0.61389
H7 -0.93911 -1.97613 3.37505
H8 -1.53539 -0.64442 3.12089
O1 -0.95745 -1.29288 2.68912
H9 -0.40889 -1.66985 -1.00679
H10 0.26222 -2.95960 -0.58003
O2 0.37195 -1.99585 -0.54161
H11 -4.56373 2.25308 -4.29452
H12 -3.21586 2.91749 -4.49944
O3 -3.61386 2.07707 -4.25243

Values from the calculation:
Net charge ... +1
E_HOMO ... -13.4967 eV
Multiplicity ... 1
LUMO energy ... -0.1670 Eh

These are the natural (NBO) partial charges, in e, on atoms 1 to 6: number 1, C, carries -0.4412; number 2, C, carries 0.1107; number 3, N, carries -0.3936; number 4, H, carries 0.2306; number 5, H, carries 0.2465; number 6, H, carries 0.2506

4) Entry from OMol25: a cluster of 4 separate species, C2H12NO3 in total (ωB97M-V/def2-TZVPD).

Positions of all 18 atoms, in Å:
C1 -1.02421 1.28524 -1.01859
C2 -1.42999 1.25630 -2.28237
N1 -0.44589 0.01241 -0.45285
H1 -0.76468 2.17268 -0.46203
H2 -1.40155 2.18060 -2.85149
H3 -1.91413 0.37872 -2.68946
H4 -1.05674 -0.79149 -0.53956
H5 -0.17570 0.17071 0.53378
H6 0.41288 -0.11222 -0.99687
H7 -0.93751 0.67863 3.06646
H8 -0.61160 -0.73415 2.51866
O1 -0.73747 0.19840 2.24979
H9 0.43666 -3.07528 2.53596
H10 1.32012 -2.20088 3.32064
O2 0.65716 -2.12760 2.63785
H11 2.72620 -0.54237 -1.68229
H12 2.73791 1.01757 -2.02344
O3 2.20852 0.23272 -1.86418

Values from the calculation:
Net charge ... +1
E_HOMO ... -14.4563 eV
Multiplicity ... 1
LUMO energy ... -0.1099 Eh

These are the natural (NBO) partial charges, in e, on atoms 1 to 6: number 1, C, carries -0.0544; number 2, C, carries -0.3411; number 3, N, carries -0.7288; number 4, H, carries 0.2316; number 5, H, carries 0.2428; number 6, H, carries 0.2204

Compare the structures above. Which one is the most stable? 1) is.